17
Properties=species:S:1:pos:R:3:lowdin_charge:R:1 method="wB97M-V/def2-TZVPD" gap_ev="7.43 / 6.66" max_force_ev_per_a=3.59 lumo_energy_ev="-0.795 / -1.428" multiplicity=1 molar_mass_g_mol=250.0 e_above_lowest_ev=7.319
C 2.548 0.537 1.424 -0.096
C 1.488 1.531 1.525 -0.082
C 3.398 0.225 0.459 -0.014
C 0.409 2.425 -0.433 -0.697
C -1.378 -1.525 -0.726 -0.091
C -1.587 -0.764 -1.744 -0.080
C 4.073 0.457 -0.593 -0.241
O 0.734 2.349 0.789 -0.122
O 4.952 0.492 -1.369 0.126
I -1.316 3.462 -0.880 0.890
H 2.263 -0.187 2.155 0.097
H 1.358 1.825 2.530 0.103
H -1.251 -2.580 -0.839 0.042
H -0.951 -1.201 0.219 0.046
H -1.683 0.372 -1.646 0.037
H -1.808 -1.271 -2.612 0.020
H 1.063 2.210 -1.274 0.062